No. 1
6
Properties=species:S:1:pos:R:3:mulliken_charge:R:1 method="wB97M-V/def2-TZVPD" total_energy_ha=-429.71765 relative_energy_kcal_mol=67.56 orbital_gap_ev="5.28 / 5.28" multiplicity=1 largest_force_ev_per_a=5.49
C -1.07 -0.74 -0.06 0.38
C -0.19 0.36 -0.01 -0.79
N -1.82 -1.63 -0.03 -0.24
I 3.28 0.33 -0.02 -0.15
H -0.29 0.87 0.94 0.30
H 0.09 0.81 -0.82 0.51

=====

No. 2
15
Properties=species:S:1:pos:R:3:mulliken_charge:R:1 method="wB97M-V/def2-TZVPD" smiles="C=CO.C=NC" total_energy_ha=-287.66976 relative_energy_kcal_mol=102.09 orbital_gap_ev=9.76 multiplicity=1 largest_force_ev_per_a=4.23
C 1.13 0.93 -2.72 -0.54
C 0.15 1.07 -1.86 -0.24
O 0.36 1.65 -0.57 -0.49
H 1.10 0.06 -3.28 0.27
H 1.83 1.71 -2.80 0.27
H -0.81 0.57 -1.97 0.39
H 0.37 0.80 -0.10 0.35
C -1.48 -0.11 2.35 -0.34
N -0.37 -0.06 1.64 -0.29
C 0.19 -1.27 1.04 -0.80
H -1.72 0.74 3.00 0.27
H -1.83 -1.14 2.79 0.19
H 1.32 -1.37 1.09 0.32
H -0.22 -2.26 1.37 0.36
H -0.03 -1.31 0.01 0.28

=====

No. 3
9
Properties=species:S:1:pos:R:3:mulliken_charge:R:1 method="wB97M-V/def2-TZVPD" total_energy_ha=-514.30172 relative_energy_kcal_mol=25.34 orbital_gap_ev=11.13 multiplicity=1 largest_force_ev_per_a=3.32
B 0.28 -0.49 0.17 0.48
C 2.81 -0.76 -2.36 0.15
O 0.35 -0.50 1.47 -0.39
O -0.67 -0.21 -0.70 -0.43
F 2.75 -2.05 -2.27 -0.09
F 4.04 -0.48 -2.03 -0.10
F 1.53 -0.48 -0.42 -0.28
H -0.26 -0.77 2.09 0.30
H -0.16 -0.11 -1.54 0.36

=====

No. 4
27
Properties=species:S:1:pos:R:3:mulliken_spin:R:1 method="wB97M-V/def2-TZVPD" total_charge=-1 total_energy_ha=-5920.81342 relative_energy_kcal_mol=0.00 orbital_gap_ev="7.34 / 7.06" s2=6.017 multiplicity=5 largest_force_ev_per_a=11.08
Ni -3.27 -1.69 -0.98 1.68
Ni -1.59 0.92 -0.48 1.67
P -4.31 0.60 -0.22 -0.01
O -4.76 -0.56 -1.14 0.07
O -3.33 1.73 -0.62 0.08
O -3.13 -0.22 0.40 0.29
O -5.05 0.86 1.08 0.03
C -0.85 -1.32 -1.52 -0.01
O -1.38 -2.28 -0.98 0.03
O -1.81 -0.63 -1.97 0.15
O -0.26 -0.49 -0.84 0.03
Cl -1.11 -1.30 3.11 0.00
C 0.25 -2.06 2.26 0.00
C 1.53 -1.25 2.30 0.00
Cl 2.03 -0.99 3.97 0.00
H -0.12 -2.20 1.24 0.00
H 0.36 -3.07 2.66 0.00
H 1.49 -0.23 1.92 0.00
H 2.34 -1.78 1.79 0.00
Cl 4.10 0.64 -0.49 0.00
C 2.70 1.28 -1.32 0.00
C 2.81 2.76 -1.63 0.00
Cl 4.14 3.03 -2.79 0.00
H 1.84 1.02 -0.70 0.00
H 2.52 0.81 -2.29 0.00
H 2.94 3.29 -0.68 0.00
H 1.91 3.16 -2.10 0.00

=====

No. 5
29
Properties=species:S:1:pos:R:3:mulliken_spin:R:1 method="wB97M-V/def2-TZVPD" total_charge=-2 total_energy_ha=-2716.14597 orbital_gap_ev="5.84 / 5.54" s2=0.755 multiplicity=2 largest_force_ev_per_a=3.26
C 2.03 -0.75 -1.23 0.08
C 1.25 -0.23 -2.32 0.06
C 0.04 -0.97 -2.37 0.02
H 1.55 0.59 -2.99 -0.01
C 0.03 -1.90 -1.30 0.07
C 1.28 -1.80 -0.62 -0.03
H 1.61 -2.42 0.21 0.00
H 3.02 -0.43 -0.93 -0.01
H -0.75 -0.86 -3.14 0.00
H -0.79 -2.58 -1.04 0.00
Cu 0.43 0.40 -0.12 0.57
Cl 1.79 2.02 0.01 0.13
C -1.37 1.89 0.47 0.04
C -2.22 0.77 0.22 -0.01
C -2.26 0.56 -1.18 0.05
H -2.75 0.19 0.97 0.00
C -1.46 1.55 -1.82 -0.01
C -0.89 2.37 -0.81 0.03
H -0.26 3.25 -0.97 0.00
H -1.16 2.34 1.44 -0.01
H -2.83 -0.24 -1.68 0.00
H -1.30 1.69 -2.89 0.00
C 0.57 -0.81 3.78 0.00
C 0.90 -0.71 2.30 0.00
O 2.09 -0.85 1.98 0.00
O -0.13 -0.50 1.52 0.01
H 0.80 -1.85 4.11 0.00
H -0.46 -0.57 4.03 0.00
H 1.25 -0.14 4.37 0.00

=====

No. 6
24
Properties=species:S:1:pos:R:3:mulliken_charge:R:1 method="wB97M-V/def2-TZVPD" total_charge=+2 total_energy_ha=-384.22235 relative_energy_kcal_mol=20.96 orbital_gap_ev=11.81 multiplicity=1 largest_force_ev_per_a=2.84
C -2.59 -1.03 -0.73 -1.65
C -1.54 0.07 -0.91 0.31
C -0.13 -0.42 -1.25 -1.01
C 1.02 0.18 -0.45 -0.23
C 1.79 -0.66 0.22 -0.21
N 2.88 -0.14 1.15 -0.26
N -2.16 1.03 -1.93 -0.25
H -3.45 -0.49 -0.35 0.48
H -2.97 -1.67 -1.52 0.45
H -2.45 -1.79 0.05 0.41
H -1.46 0.47 0.16 0.27
H 0.12 -0.22 -2.34 0.44
H -0.01 -1.52 -1.21 0.35
H 1.06 1.27 -0.57 0.32
H 1.92 -1.72 0.32 0.36
H 2.50 -0.02 2.13 0.29
H 3.23 0.79 0.89 0.38
H 3.66 -0.81 1.20 0.41
H -2.64 1.78 -1.39 0.40
H -2.69 0.46 -2.65 0.41
H -1.39 1.47 -2.45 0.36
H 1.68 0.32 4.28 0.33
H 1.69 1.77 3.80 0.31
O 1.92 0.87 3.53 -0.66

=====

No. 7
102
Properties=species:S:1:pos:R:3:mulliken_spin:R:1 method="wB97M-V/def2-TZVPD" total_charge=-1 total_energy_ha=-11009.47914 orbital_gap_ev="5.64 / 5.73" s2=0.757 multiplicity=2 largest_force_ev_per_a=4.34
Ti 0.61 -1.67 -0.86 0.96
C 1.80 2.27 1.43 0.00
C 1.61 1.17 2.42 0.00
As 0.80 -0.53 1.71 0.02
C -1.10 -0.18 2.13 0.00
C -1.92 -1.29 2.38 0.00
C -3.31 -1.13 2.42 0.00
C -3.89 0.15 2.28 0.00
C -3.04 1.26 2.11 0.00
C -1.65 1.11 2.05 0.00
C 1.24 -1.48 3.38 0.00
C 2.34 -2.34 3.39 0.00
C 2.75 -2.98 4.57 0.00
C 2.05 -2.75 5.77 0.00
C 0.93 -1.91 5.74 0.00
C 0.52 -1.26 4.58 0.00
As 2.16 1.69 -0.47 0.00
C 2.32 3.55 -1.11 0.00
C 3.24 4.46 -0.56 0.00
C 3.27 5.77 -1.02 0.00
C 2.40 6.19 -2.06 0.00
C 1.51 5.26 -2.62 0.00
C 1.49 3.95 -2.16 0.00
C 4.08 1.30 -0.26 0.00
C 5.00 1.93 -1.11 0.00
C 6.37 1.64 -0.97 0.00
C 6.81 0.69 -0.06 0.00
C 5.86 0.01 0.72 0.00
C 4.52 0.30 0.63 0.00
H 2.64 2.93 1.68 0.00
H 0.89 2.90 1.33 0.00
H 0.94 1.45 3.25 0.00
H 2.56 0.84 2.85 0.00
H -1.47 -2.27 2.46 0.00
H -3.94 -2.00 2.55 0.00
H -4.97 0.27 2.34 0.00
H -3.47 2.24 1.94 0.00
H -1.02 1.98 1.85 0.00
H 2.91 -2.46 2.47 0.00
H 3.59 -3.66 4.53 0.00
H 2.34 -3.27 6.67 0.00
H 0.34 -1.75 6.64 0.00
H -0.34 -0.60 4.57 0.00
H 3.94 4.14 0.21 0.00
H 3.97 6.46 -0.56 0.00
H 2.42 7.22 -2.41 0.00
H 0.81 5.57 -3.39 0.00
H 0.81 3.22 -2.62 0.00
H 4.66 2.65 -1.84 0.00
H 7.07 2.16 -1.62 0.00
H 7.87 0.47 0.03 0.00
H 6.21 -0.72 1.45 0.00
H 3.80 -0.24 1.25 0.00
C -6.01 -0.91 -3.22 0.00
C -5.82 0.18 -2.16 0.00
C -6.14 1.54 -2.74 0.00
C -5.87 2.65 -1.72 0.00
C -4.40 2.60 -1.37 0.00
C -3.67 3.77 -1.08 0.00
C -2.30 3.65 -0.85 0.00
F -1.60 4.79 -0.58 0.00
C -1.63 2.44 -0.88 0.00
C -2.36 1.27 -1.13 0.00
C -1.74 0.00 -0.97 -0.01
O -0.44 0.08 -0.86 0.00
C -2.60 -1.16 -0.90 0.00
C -3.91 -1.04 -1.29 0.01
N -4.45 0.16 -1.61 0.01
C -3.74 1.35 -1.38 0.00
C -2.13 -2.49 -0.37 0.01
O -2.86 -3.47 -0.21 0.00
O -0.86 -2.58 0.04 0.00
H -7.00 -0.81 -3.68 0.00
H -5.92 -1.92 -2.79 0.00
H -5.25 -0.80 -4.02 0.00
H -6.49 -0.03 -1.30 0.00
H -7.20 1.54 -3.04 0.00
H -5.53 1.71 -3.64 0.00
H -6.49 2.49 -0.82 0.00
H -6.15 3.63 -2.11 0.00
H -4.15 4.75 -1.05 0.00
H -0.56 2.40 -0.70 0.00
H -4.55 -1.91 -1.30 0.00
O 1.94 -0.57 -2.02 -0.01
S 3.02 -1.77 -2.08 0.02
O 4.29 -1.11 -2.11 0.01
O 2.58 -2.63 -3.18 0.00
S 2.75 -2.73 -0.22 -0.02
I -0.48 -1.76 -3.56 0.01
I -2.25 0.10 -4.79 0.03
C 0.47 -5.09 1.74 -0.01
S -0.17 -5.65 0.16 0.00
C 1.25 -5.73 -0.81 -0.01
C 1.44 -4.90 -1.95 0.00
S 0.15 -3.93 -2.33 -0.02
S 2.89 -5.23 -2.87 0.00
C 3.52 -6.51 -1.88 0.00
S 4.90 -7.33 -2.21 0.00
S 2.54 -6.82 -0.45 0.00
H -0.40 -4.96 2.40 0.00
H 0.98 -4.13 1.63 0.01
H 1.12 -5.86 2.16 0.00

=====

No. 8
44
Properties=species:S:1:pos:R:3:mulliken_spin:R:1 method="wB97M-V/def2-TZVPD" total_charge=+2 total_energy_ha=-2533.94194 relative_energy_kcal_mol=126.40 orbital_gap_ev="5.90 / 5.91" s2=0.751 multiplicity=2 largest_force_ev_per_a=10.81
C -0.95 -3.40 -1.27 0.00
C -0.26 -2.14 -0.96 0.00
H -1.76 -3.65 -0.55 0.00
H -0.14 -4.17 -1.35 0.00
H -1.34 -3.33 -2.33 0.00
O -0.96 -1.49 -0.11 0.00
I 3.04 1.49 -2.05 -0.01
Ce 0.04 0.75 0.22 1.02
P -1.49 0.95 -2.16 -0.01
C -2.64 2.25 -1.56 0.00
C -0.88 1.87 -3.63 0.00
H -1.73 2.08 -4.34 0.00
H -3.23 0.95 -3.45 0.00
H -0.13 1.20 -4.06 0.00
H -2.44 -0.77 -3.64 0.00
H -2.10 3.15 -1.24 0.00
H -0.37 2.80 -3.34 0.00
C -2.82 0.02 -2.97 0.00
H -3.22 2.40 -2.51 0.00
H -3.52 -0.46 -2.26 0.00
H -3.27 1.95 -0.70 0.00
P 2.17 -1.31 1.00 0.00
C 2.51 -0.91 2.77 0.00
C 2.24 -3.11 1.29 0.00
H 3.94 -1.31 -0.56 0.00
H 4.62 -1.82 1.07 0.00
H 4.27 -0.07 0.65 0.00
C 3.95 -1.12 0.51 0.00
H 2.35 -3.70 0.36 0.00
H 3.16 -3.07 1.93 0.00
H 3.28 -1.69 3.01 0.00
H 1.60 -0.95 3.41 0.00
H 1.36 -3.53 1.81 0.00
H 2.90 0.11 2.88 0.00
Cl 0.94 -1.13 -1.95 0.00
N 0.12 2.71 2.44 0.00
C -0.69 3.12 3.43 0.01
C -1.78 2.26 3.49 0.00
C -1.73 1.37 2.48 0.01
N -0.51 1.61 1.87 -0.02
H 0.98 3.09 2.10 0.00
H -0.47 4.02 3.97 0.00
H -2.56 2.29 4.26 0.00
H -2.49 0.69 2.03 0.00

=====

No. 9
105
Properties=species:S:1:pos:R:3:mulliken_charge:R:1 method="wB97M-V/def2-TZVPD" smiles="CCCCCCCCCC[C@@H]1OC(=O)O[C@]1(CB(O)O)OC#N.C[N+](=O)[O-].C[N+](=O)[O-].C[N+](=O)[O-].C[N+](=O)[O-].C[N+](=O)[O-].C[N+](=O)[O-].C[N+](=O)[O-].C[N+](=O)[O-]" total_energy_ha=-3078.60671 orbital_gap_ev=9.84 multiplicity=1 largest_force_ev_per_a=2.63
C 6.94 -2.15 1.30 -1.30
C 5.61 -1.62 0.78 -0.33
C 5.23 -0.29 1.52 -0.22
C 5.17 0.88 0.54 -1.14
C 4.37 2.09 1.04 -0.64
C 2.99 1.72 1.59 -0.85
C 1.92 2.81 1.42 -0.42
C 0.60 2.31 0.78 -0.24
C -0.57 2.59 1.72 -0.52
C -1.94 2.19 1.16 -1.43
C -2.38 0.75 1.35 -0.03
O -2.09 0.27 2.67 -0.21
C -0.90 -0.38 2.65 0.20
O -0.26 -0.73 3.63 -0.52
O -0.56 -0.60 1.37 -0.50
C -1.71 -0.37 0.53 1.68
C -2.53 -1.68 0.58 -1.30
B -2.73 -2.47 -0.78 0.47
O -1.82 -2.50 -1.80 -0.46
O -3.93 -3.15 -0.95 -0.59
O -1.09 -0.05 -0.70 -0.42
C -1.85 0.59 -1.52 0.65
N -2.49 1.23 -2.27 -0.57
H 7.69 -1.36 1.28 0.39
H 6.82 -2.50 2.32 0.32
H 7.28 -2.98 0.70 0.33
H 4.83 -2.34 0.99 0.07
H 5.66 -1.43 -0.28 0.37
H 5.99 -0.11 2.27 0.39
H 4.28 -0.47 2.02 0.21
H 6.19 1.22 0.39 0.37
H 4.79 0.58 -0.43 0.45
H 4.29 2.80 0.22 0.43
H 4.95 2.56 1.82 0.31
H 3.10 1.50 2.65 0.35
H 2.68 0.79 1.10 0.32
H 1.70 3.20 2.40 0.16
H 2.28 3.65 0.84 0.36
H 0.45 2.85 -0.15 0.25
H 0.72 1.25 0.58 0.11
H -0.38 2.18 2.70 0.12
H -0.60 3.67 1.86 0.75
H -2.69 2.79 1.69 0.50
H -1.99 2.51 0.12 0.40
H -3.46 0.72 1.32 0.65
H -3.52 -1.43 0.93 0.23
H -2.12 -2.38 1.30 0.30
H -2.31 -2.63 -2.61 0.30
H -3.80 -4.10 -0.97 0.31
C -0.68 6.38 -1.11 -0.70
N 0.34 6.28 -0.03 0.91
O 1.50 6.18 -0.37 -0.53
O -0.07 6.31 1.11 -0.51
H -0.18 6.35 -2.06 0.30
H -1.37 5.55 -0.99 0.22
H -1.20 7.33 -0.97 0.30
C -2.71 -0.36 6.01 -0.15
N -4.11 -0.56 6.48 0.96
O -5.00 -0.29 5.71 -0.55
O -4.25 -0.99 7.60 -0.59
H -2.74 0.03 5.00 -0.15
H -2.24 0.35 6.68 0.24
H -2.21 -1.32 6.05 0.27
C 1.40 -3.33 4.93 -0.48
N 2.87 -3.38 5.14 0.93
O 3.55 -2.54 4.59 -0.51
O 3.29 -4.28 5.84 -0.58
H 1.17 -2.49 4.29 0.07
H 1.11 -4.27 4.47 0.31
H 0.94 -3.22 5.91 0.27
C 4.51 -5.47 0.09 -0.73
N 5.74 -5.17 -0.70 0.93
O 6.77 -4.97 -0.08 -0.53
O 5.63 -5.15 -1.90 -0.55
H 4.77 -5.45 1.14 0.32
H 3.78 -4.70 -0.16 0.27
H 4.16 -6.45 -0.21 0.29
C -4.28 0.19 -4.71 -0.82
N -4.84 0.45 -6.06 0.89
O -4.40 -0.19 -6.99 -0.50
O -5.70 1.30 -6.15 -0.54
H -3.53 -0.58 -4.79 0.25
H -3.85 1.12 -4.34 0.37
H -5.10 -0.13 -4.08 0.37
C -5.80 -2.33 -9.11 -0.65
N -6.38 -3.68 -8.88 0.88
O -6.90 -4.24 -9.82 -0.53
O -6.29 -4.13 -7.76 -0.53
H -5.95 -2.06 -10.15 0.33
H -6.30 -1.64 -8.45 0.26
H -4.74 -2.38 -8.87 0.25
C -0.94 3.53 6.07 -0.58
N 0.33 3.91 5.39 0.86
O 1.29 4.13 6.08 -0.55
O 0.30 3.95 4.18 -0.46
H -0.77 3.53 7.14 0.32
H -1.69 4.27 5.79 0.30
H -1.22 2.55 5.71 0.06
C -1.20 -0.18 -8.39 -0.62
N -0.74 0.22 -7.03 0.84
O 0.02 1.16 -6.95 -0.53
O -1.16 -0.42 -6.09 -0.48
H -0.74 0.47 -9.12 0.30
H -0.89 -1.21 -8.54 0.28
H -2.28 -0.09 -8.40 0.21

=====

No. 10
25
Properties=species:S:1:pos:R:3:mulliken_charge:R:1 method="wB97M-V/def2-TZVPD" total_energy_ha=-1221.82261 relative_energy_kcal_mol=39.27 orbital_gap_ev=9.08 multiplicity=1 largest_force_ev_per_a=7.79
C -2.22 -0.41 1.18 -0.65
C -2.10 0.86 0.24 -0.75
C -1.37 -1.54 0.60 -0.81
C 0.33 0.23 -0.83 0.73
C -0.18 -0.19 -2.15 -2.04
C 2.57 0.87 1.63 -0.49
C 2.04 0.79 -0.80 -0.65
O 0.76 -2.52 -0.43 -0.70
O 2.55 0.23 0.33 -0.37
S -0.46 1.54 0.05 -0.05
S 0.45 -1.29 0.36 0.57
H -1.91 -0.31 2.15 0.40
H -3.35 -0.81 1.11 0.28
H -2.53 0.67 -0.68 0.44
H -2.84 1.53 0.70 0.40
H -1.57 -2.31 1.33 0.41
H -1.85 -1.75 -0.29 0.38
H 0.47 -0.75 -2.70 0.51
H -0.27 0.65 -2.78 0.49
H -1.07 -0.68 -2.14 0.46
H 3.23 1.85 1.45 0.22
H 2.95 0.23 2.26 0.26
H 1.48 1.02 1.83 0.26
H 2.20 1.81 -0.75 0.47
H 2.68 0.27 -1.68 0.25

=====

No. 11
8
Properties=species:S:1:pos:R:3:mulliken_charge:R:1 method="wB97M-V/def2-TZVPD" smiles="N=[S@@](=O)(F)C(=O)F" total_energy_ha=-841.78351 relative_energy_kcal_mol=38.55 orbital_gap_ev=11.04 multiplicity=1 largest_force_ev_per_a=3.37
N 0.12 0.15 -0.06 -0.52
S 1.18 -0.87 -0.13 0.89
O 2.01 -1.40 0.97 -0.53
F 0.18 -2.01 -0.62 -0.21
C 2.27 -0.77 -1.65 0.59
O 2.78 -1.58 -2.32 -0.34
F 2.36 0.57 -1.84 -0.17
H 0.30 1.07 0.38 0.29